Record 1
Here is the molecule C4H3ClS from OMol25. Energies are from wB97M-V/def2-TZVPD.

```
! wB97M-V def2-TZVPD RIJCOSX def2/J DEFGRID3
* xyz 0 1
C 0.0178 1.6292 0.7077
C -0.1066 0.4224 -0.1451
C -0.0230 -0.7115 -0.5544
C 0.0923 -2.0864 -0.8807
H -0.7814 1.5226 1.5101
H 0.9462 1.5481 1.2495
H 0.3548 -2.1584 -1.8519
S -0.1565 -3.4373 -0.0283
Cl -0.3435 3.2713 -0.0068
*
```

Summary:
- energy (eV) = -27551.1973
- SMILES = S=CC#CCCl
- highest occupied orbital energy (Eh) = -0.3389
- HOMO-LUMO gap (eV) = 8.07

=====

Record 2
Here is a structure of composition C4H3CoO5 from OMol25. Energies are from wB97M-V/def2-TZVPD.

```
! wB97M-V def2-TZVPD RIJCOSX def2/J DEFGRID3
* xyz 1 6
C -1.4434 -0.1055 0.6440
C -0.7880 -0.2812 -0.5924
O 0.4151 0.5121 -0.7079
C 1.3599 0.1854 -1.5926
O 1.4308 -0.8708 -2.1605
O 2.2384 1.1738 -1.6252
H -2.5317 -0.1326 0.5442
H -1.3116 -0.3086 -1.5489
H 3.0920 0.8480 -1.9398
O -1.6028 -1.5275 2.8979
O 0.0738 -0.0558 2.5886
C -0.9294 -0.7854 2.1912
Co -0.0033 1.3481 1.3014
*
```

Summary:
- energy (eV) = -52047.4338
- highest occupied orbital energy (alpha / beta) (Eh) = -0.4628 / -0.5622
- HOMO-LUMO gap (alpha / beta) (eV) = 6.86 / 6.42
- expectation value of S² = 8.77

=====

Record 3
Here is a structure of composition C4H3CsLiO5 from OMol25. Energies are from wB97M-V/def2-TZVPD.

```
! wB97M-V def2-TZVPD RIJCOSX def2/J DEFGRID3
* xyz 1 1
C -0.5271 1.0725 -0.4650
C -1.0719 0.6353 -1.6495
H -1.6571 1.2702 -2.3105
H -1.7018 1.0178 -0.1192
O -0.3899 -0.4388 -2.2662
C -0.6782 -0.7719 -3.5276
O -1.2858 -0.0923 -4.3081
O -0.0735 -1.9198 -3.7818
H -0.2381 -2.1899 -4.6950
O 0.3184 0.3591 0.2350
Cs 0.9018 0.3008 4.9519
Li 1.0364 -1.0226 -0.9906
C 2.4906 0.8713 8.9362
O 2.8762 0.9083 9.9905
*
```

Summary:
- energy (eV) = -15179.9087
- highest occupied orbital energy (Eh) = -0.3562
- HOMO-LUMO gap (eV) = 6.01

=====

Record 4
Here is the molecule C4H3F from OMol25. Energies are from wB97M-V/def2-TZVPD.

```
! wB97M-V def2-TZVPD RIJCOSX def2/J DEFGRID3
* xyz 0 1
C -0.5805 0.3589 -0.5784
C 0.8171 0.3866 -0.1452
C -0.2662 0.3044 0.9172
C 0.0516 -0.8757 -0.0661
F -0.1264 -2.2008 -0.2239
H -1.1737 0.4725 -1.5070
H 1.8852 0.8588 -0.2113
H -0.6071 0.6954 1.8147
*
```

Summary:
- energy (eV) = -6907.6966
- SMILES = F[C@]12[C@@H]3[C@H]1[C@@H]32
- highest occupied orbital energy (Eh) = -0.3260
- HOMO-LUMO gap (eV) = 10.07